Computed, not measured: C22H54F7N8O16S4 as an isolated structure at a distorted geometry, with ωB97M-V/def2-TZVPD.

```
111
Properties=species:S:1:pos:R:3:forces:R:3
O -0.754347 -1.580048 -2.191180 1.2 0.0 1.4
O -2.649487 -4.107736 -0.687464 0.3 0.5 -0.7
C -7.658902 -4.110248 7.817526 1.1 0.2 0.5
H -1.594314 -4.984360 -7.703474 -0.1 0.3 0.2
C 0.497503 4.698924 -0.058589 0.0 0.3 0.4
C 4.233875 0.886373 -3.444492 0.3 -2.1 0.8
O -5.632500 5.875124 -0.426644 -0.5 -0.9 1.7
H 4.688923 4.447609 4.881501 -0.2 -0.1 0.6
S 2.779456 -2.927533 -4.367693 0.4 -2.4 -1.5
H -2.047447 -5.138135 -3.282075 0.2 -0.2 -0.2
C 1.721981 5.388969 -0.739870 -0.5 0.8 1.1
N -3.975949 7.165456 -1.321753 -1.4 3.4 0.1
H 2.603487 5.257936 -0.136153 0.5 -0.3 0.1
H -3.363588 4.557809 -0.129354 0.9 1.2 -0.6
N 4.068369 -2.713138 -3.562746 -0.4 1.3 -1.4
H -4.208038 7.649186 0.684961 0.1 0.9 -0.6
H 3.825833 -3.417657 3.001929 0.0 -0.3 0.3
H 0.640726 3.638309 0.248801 0.0 0.3 -0.9
C 4.628892 -3.912503 2.474521 1.1 -0.5 -1.5
H 2.444924 0.447255 7.129074 0.7 0.5 -0.5
F -1.217137 3.713664 -3.458877 -0.5 1.1 0.1
F 6.023853 -3.929388 -2.824957 -0.6 0.1 -0.1
C -1.978167 4.561667 -2.740787 -0.7 -0.9 0.6
H 4.043859 -0.239954 6.712036 -0.4 0.9 0.4
S -0.431086 -1.699300 -0.761954 0.1 0.4 0.5
H 8.415295 -4.264175 1.424881 0.4 -0.3 0.0
H -6.710569 -5.907874 8.149773 0.6 0.1 0.3
H -0.081048 -3.392525 -4.544866 -0.4 -0.1 -0.2
H -4.475288 9.118792 -0.376334 -1.0 0.4 -0.4
C 5.440897 -2.909790 1.735000 0.5 2.7 1.1
H -6.504321 -4.787955 9.507851 -0.1 0.2 0.0
H 3.369043 4.303961 6.122101 0.2 -0.7 -0.6
H 1.041219 1.388196 -2.521296 -1.4 -0.9 0.5
H 3.133417 0.347379 5.430037 -0.2 0.9 0.8
O -2.541717 -2.961777 -6.176260 0.1 -0.1 0.3
C -1.717654 4.388784 -1.256154 0.9 0.6 1.7
F -3.297055 4.286758 -3.014006 1.1 0.4 -0.1
H -6.228233 7.710108 -2.856571 0.2 -0.3 -0.3
C -9.076337 -4.205252 5.565832 -1.8 1.1 0.2
H 1.876583 5.037814 -1.778025 -0.2 -0.1 0.7
O 2.302696 -1.666573 -4.831375 -0.5 0.6 -0.3
H -3.779573 7.555577 -2.246495 0.4 -0.2 0.3
H -5.559374 -4.557174 8.047653 1.0 0.4 -0.6
N 2.814902 0.437345 -3.159924 0.0 1.7 3.5
F -3.885644 -2.024852 -1.156674 1.1 -0.5 0.0
N -7.991982 -4.780988 6.424106 -0.8 -0.8 -1.7
C 7.963288 -3.298592 1.319267 -1.3 -0.5 -0.9
H 6.356607 -4.530697 0.773659 -0.3 -1.5 -0.4
H 1.920187 2.469687 -3.444199 0.8 -0.6 0.1
C -6.496055 -4.864061 8.425835 -2.2 -0.9 0.2
C -5.321487 6.502507 -1.358515 0.1 0.3 -2.4
F 3.344257 -3.659196 -5.698584 -0.6 0.9 1.1
N -1.081535 -3.673043 -4.471769 1.1 -0.4 -1.3
H 5.335474 -4.567544 3.029905 -0.6 0.6 0.3
O 5.057178 0.694043 -2.619345 -0.2 0.5 -0.1
H 4.324966 -4.573281 1.646331 -0.8 0.0 0.4
H -0.934013 -5.849501 -6.312123 -0.4 0.9 0.1
O -8.262176 -3.173343 8.176682 -0.2 -0.4 -0.5
C 2.036791 1.653015 -2.709177 0.1 0.7 -0.7
C -1.034298 -4.905746 -3.616374 -0.6 0.5 0.6
C -3.909854 8.235824 -0.216401 0.9 -1.5 0.9
H 2.747930 -0.149346 -2.315865 0.7 -0.1 -0.1
H 7.926920 -2.778751 2.238471 -0.1 0.5 1.0
C 3.348380 0.623324 6.497394 -0.4 -4.4 -0.3
H -0.516238 -5.693296 -4.147088 -0.2 -0.1 -0.2
O -2.716353 5.189518 -0.561236 -0.1 -2.4 1.0
N 3.935596 1.881086 6.641658 -1.3 -1.8 2.7
C -1.060613 -4.837700 -6.762490 -0.8 -0.6 0.4
O 4.708302 1.802442 4.597436 1.0 -0.5 -1.9
F 0.385339 -3.119731 -0.667211 -0.7 1.3 -0.2
S -2.937018 -2.832572 -0.105441 -0.4 -0.7 -2.0
H 5.223031 1.785580 -5.047005 0.5 -0.1 0.0
H 3.625384 2.269552 -4.778745 -0.6 0.4 -0.4
O -0.460238 4.947536 -1.068873 -2.0 -0.9 -1.8
O 0.461743 -0.733473 -0.082610 -1.6 -1.9 -2.1
H 1.573516 6.504575 -0.777068 -0.1 -1.1 -0.1
H -8.893981 -4.344540 4.491819 0.3 -0.2 0.5
C 4.254071 1.398331 -4.785451 0.9 1.1 -1.5
N 6.505230 -3.560512 0.836483 0.9 2.5 0.2
O 4.703249 -2.726756 -1.245002 0.4 -1.0 -0.8
H -8.245844 -5.775342 6.526497 0.6 0.3 0.4
H -1.865998 3.372340 -0.886968 0.4 -0.2 -0.3
H 0.030495 5.141714 0.843685 1.1 0.3 -0.1
O -3.750473 -2.821978 1.017863 -1.3 0.2 2.5
C -1.727797 -3.763535 -5.892346 1.4 -1.4 -0.5
H -7.175438 -4.750107 5.788246 0.1 -0.2 0.9
H -1.539971 -2.866171 -4.107788 -0.6 0.6 1.4
H -9.048159 -3.139571 5.784424 -0.2 0.1 -0.2
H -6.993079 6.164765 -2.557915 -0.7 -0.6 -0.2
H 6.315889 -3.101810 -0.078915 0.0 -0.4 0.1
H -2.878229 8.583580 -0.082459 -0.1 -0.5 -0.3
H -0.056048 -4.536718 -6.991317 0.6 0.5 -0.1
H 4.976893 4.136789 6.616660 0.7 0.4 0.2
H -3.311879 6.479631 -0.969090 0.8 -1.1 -0.5
O 5.457875 -1.703091 1.811595 -0.1 -2.7 -0.5
H 2.472186 -0.156441 -3.863531 -1.1 -0.8 -2.1
H 3.595779 2.423286 7.410805 0.2 0.4 0.0
H -10.133126 -4.567378 5.787694 1.7 0.2 0.1
C 4.436219 2.429369 5.577879 -1.0 2.6 -0.3
S 4.528582 -3.593754 -2.416327 1.5 0.7 3.6
C -6.050894 6.637264 -2.689035 1.2 0.8 1.0
O 3.863691 -4.813705 -2.205685 -0.1 -1.0 -0.2
H 8.469411 -2.691109 0.597543 0.2 0.2 -0.4
H 3.932389 0.695316 -5.563668 -0.1 0.0 0.4
O 1.839102 -3.881555 -3.850695 -0.1 0.8 -0.3
F -1.740008 5.853439 -2.987516 -0.2 -0.3 -1.2
H 2.477177 1.984971 -1.772199 0.2 0.1 -0.2
N -1.720270 -1.894342 0.104595 1.5 0.7 0.0
C 4.342634 3.902106 5.780430 0.9 2.0 -1.2
H -0.434323 -4.674837 -2.741797 0.0 0.2 0.1
H -5.416375 6.197440 -3.476577 -0.4 0.2 0.2
```
Forces are in eV/Å.

Its total energy is -4803.412286 hartree. For the energy relative to the best compared isomer or geometry (same formula, charge and spin), the calculation gives 0.00 kcal/mol. As for the total charge: +3. The HOMO-LUMO gap comes out at 7.93 eV.

Mulliken population analysis, charges in e, atoms 1 to 6: O -0.599; O -0.559; C 0.607; H 0.359; C -0.356; C 0.773